1.
C18H54HfNO12S9 | ωB97M-V/def2-TZVPD

```
95
Properties=species:S:1:pos:R:3
Hf 0.59 -0.40 0.12
N 3.50 -0.56 1.24
O 4.67 -0.78 1.47
O 2.60 -0.71 2.03
O 3.07 -0.23 0.21
C -2.98 2.90 1.08
S -1.25 2.96 0.34
O -0.68 1.57 0.40
C -1.94 3.20 -1.39
H -3.77 2.29 0.64
H -3.24 3.95 0.99
H -3.02 2.65 2.14
H -2.65 4.02 -1.38
H -2.46 2.26 -1.57
H -1.14 3.33 -2.12
C -1.31 1.50 -3.97
S -1.22 -0.18 -3.14
O -0.72 0.01 -1.72
C -3.06 -0.34 -3.23
H -0.39 2.10 -4.03
H -2.19 2.10 -3.74
H -1.53 1.28 -5.01
H -3.37 0.06 -4.20
H -3.54 0.25 -2.45
H -3.34 -1.36 -2.98
C 4.00 -1.49 -2.57
S 2.21 -1.65 -3.04
O 1.49 -0.86 -1.96
C 2.06 -0.61 -4.63
H 4.19 -0.45 -2.32
H 4.61 -1.84 -3.40
H 4.11 -2.07 -1.65
H 1.40 0.24 -4.43
H 1.67 -1.25 -5.43
H 3.00 -0.29 -5.09
C -1.72 -4.13 2.42
S 0.01 -3.60 2.01
O 0.11 -2.27 1.29
C 0.66 -3.43 3.80
H -2.33 -4.00 1.53
H -2.21 -3.52 3.17
H -1.84 -5.16 2.76
H 0.89 -4.45 4.12
H -0.13 -3.02 4.43
H 1.56 -2.85 3.97
C 0.41 -4.83 -1.72
S -1.02 -3.66 -1.50
O -0.35 -2.33 -1.10
C -1.49 -3.73 -3.40
H 1.15 -4.32 -2.34
H 0.18 -5.82 -2.13
H 0.92 -5.04 -0.78
H -0.74 -3.36 -4.10
H -2.46 -3.29 -3.63
H -1.48 -4.81 -3.55
C 3.56 2.25 -2.43
S 1.77 2.43 -2.10
O 1.36 1.37 -1.04
C 1.82 4.06 -1.31
H 3.96 3.04 -3.07
H 3.67 1.36 -3.05
H 4.18 2.10 -1.55
H 2.35 3.88 -0.38
H 0.84 4.54 -1.20
H 2.40 4.71 -1.96
C -1.47 1.36 4.29
S -0.54 -0.12 3.78
O -0.08 0.09 2.35
C 0.96 0.03 4.87
H -1.73 1.27 5.34
H -2.40 1.48 3.74
H -0.97 2.33 4.21
H 0.97 0.93 5.47
H 1.89 -0.04 4.30
H 1.02 -0.80 5.58
C 1.64 4.46 2.29
S 1.92 2.67 2.60
O 1.58 1.77 1.39
C 3.71 2.68 2.96
H 1.77 4.81 1.27
H 2.23 4.94 3.08
H 0.61 4.61 2.61
H 3.96 1.62 2.90
H 3.94 2.99 3.98
H 4.11 3.28 2.14
C -4.11 -0.82 1.98
S -3.36 -0.54 0.34
O -1.86 -0.61 0.46
C -4.00 -2.11 -0.26
H -3.66 -1.59 2.60
H -5.20 -0.92 1.94
H -3.97 0.18 2.39
H -3.64 -2.46 -1.23
H -5.07 -2.32 -0.14
H -3.64 -2.88 0.42
```

The charge is +2. The orbital gap (spin up / spin down) is 0.1694 / 0.3206 Ha. Its multiplicity is 2. As for the energy: -144400.4164 eV.

***

2.
C5H3F4N | ωB97M-V/def2-TZVPD

```
13
Properties=species:S:1:pos:R:3
N -2.78 -0.33 -1.55
C -1.96 -0.23 -0.78
C -0.78 0.24 0.37
F -1.36 0.76 1.39
C 0.11 -1.03 0.46
F 0.11 -1.46 1.79
C 1.32 -0.10 0.09
F 2.32 -0.60 -0.69
C 0.31 1.04 -0.36
F 0.52 2.29 0.21
H -0.02 -1.72 -0.34
H 1.94 0.09 0.91
H 0.28 1.07 -1.50
```

The orbital gap is 0.4508 Ha. The energy relative to the best compared isomer or geometry (same formula, charge and spin) comes out at 162.4 kJ/mol. Its SMILES is N#C[C@@]1(F)[C@H](F)[C@@H](F)[C@@H]1F. As for the energy: -17590.3163 eV.

***

3.
C33H42BrMgN4PSi | ωB97M-V/def2-TZVPD

```
83
Properties=species:S:1:pos:R:3
Mg 0.00 -0.56 0.39
C 0.26 1.98 1.62
C 1.30 2.35 0.74
C 2.28 1.33 0.77
C 1.87 0.33 1.68
C 0.58 0.70 2.19
C -0.06 0.17 3.45
C 2.74 -0.78 2.19
C 3.61 1.34 0.07
C 1.39 3.65 0.00
C -0.81 2.89 2.15
H 0.18 0.80 4.31
H 0.29 -0.84 3.68
H -1.15 0.12 3.39
H 3.54 -0.39 2.83
H 3.22 -1.34 1.38
H 2.18 -1.51 2.78
H 4.44 1.27 0.79
H 3.75 2.27 -0.49
H 3.74 0.52 -0.63
H 2.06 4.36 0.51
H 0.42 4.14 -0.08
H 1.77 3.54 -1.02
H -0.42 3.48 2.99
H -1.67 2.33 2.53
H -1.16 3.61 1.42
C 0.43 1.85 -5.04
N 0.87 2.25 -3.71
C 2.24 1.77 -3.50
N 2.40 0.34 -3.72
C 1.91 0.00 -5.06
N 0.52 0.41 -5.30
C -0.42 -0.35 -4.47
P -0.15 -0.13 -2.64
C -0.04 1.73 -2.68
C 1.69 -0.45 -2.70
H 1.06 2.36 -5.77
H -0.61 2.17 -5.18
H 2.55 2.00 -2.48
H 2.89 2.30 -4.20
H 1.99 -1.07 -5.21
H 2.54 0.51 -5.79
H -0.33 -1.42 -4.70
H -1.44 -0.05 -4.72
H 0.27 2.09 -1.69
H -1.04 2.13 -2.87
H 1.83 -1.51 -2.92
H 2.13 -0.25 -1.72
Br -2.88 -2.40 -0.95
C -3.36 -0.68 -0.36
C -4.70 -0.39 -0.14
C -5.02 0.89 0.28
C -4.01 1.83 0.43
C -2.71 1.44 0.17
N -2.37 0.19 -0.19
H -5.45 -1.14 -0.31
H -6.05 1.15 0.48
H -4.22 2.84 0.74
H -1.89 2.13 0.25
C 0.27 -5.51 -3.83
C -0.76 -5.45 -2.91
C -0.62 -4.71 -1.74
C 0.55 -3.99 -1.46
C 1.58 -4.08 -2.40
C 1.45 -4.82 -3.57
Si 0.83 -2.98 0.12
C 0.32 -4.03 1.62
C -1.01 -4.39 1.89
C -1.36 -5.09 3.03
C -0.39 -5.44 3.96
C 0.94 -5.11 3.72
C 1.28 -4.41 2.57
H 0.17 -6.09 -4.74
H -1.68 -5.99 -3.09
H -1.43 -4.73 -1.02
H 2.52 -3.57 -2.21
H 2.28 -4.88 -4.27
H 2.32 -3.02 0.20
H -1.79 -4.10 1.19
H -2.40 -5.35 3.21
H -0.66 -5.98 4.86
H 1.70 -5.38 4.44
H 2.33 -4.17 2.39
```

The orbital gap is 0.2497 Ha. The energy relative to the best compared isomer or geometry (same formula, charge and spin) comes out at 102.7 kJ/mol. As for the energy: -133516.7077 eV.

***

> Which of these has the lowest energy?

C18H54HfNO12S9

***

> Number 2 is which compound?

C5H3F4N